Here is a 2-piece molecular cluster, C7H9ClN2O overall in a non-equilibrium geometry from the Open Molecules 2025 dataset. Energies are from wB97M-V/def2-TZVPD.

Values from the calculation:
HOMO energy (spin up / spin down): -7.8 / -8.5 eV
Energy above the lowest of the compared OMol25 structures with the same formula, charge and spin: 397.7 kJ/mol
Orbital gap (spin up / spin down): 0.2823 / 0.3140 Eh

The geometry in ORCA input format:
```
! wB97M-V def2-TZVPD RIJCOSX def2/J DEFGRID3
* xyz 0 1
C 1.932 2.777 0.156
C 1.764 1.527 -0.472
C 0.555 1.038 0.004
C -0.030 -0.327 -0.139
C -1.025 -3.395 -0.678
C -1.074 1.958 1.737
C -0.181 -2.669 -1.623
N 0.907 3.032 0.909
N 0.077 2.031 0.859
O -1.038 -0.687 0.412
Cl 2.745 0.663 -1.634
H 2.709 3.563 0.099
H -0.516 -2.159 -2.484
H -0.626 -4.357 -0.491
H -0.924 -2.738 0.236
H -2.003 -3.467 -1.201
H -1.921 2.735 1.439
H -1.508 0.997 1.815
H -0.686 2.406 2.789
H 0.842 -2.928 -1.735
*
```